Record 1
Density functional theory data (ωB97M-V/def2-TZVPD) for a molecular structure, C37H33CuF2GeN3O3 in a non-equilibrium geometry.

XYZ file:
```
80
Properties=species:S:1:pos:R:3:forces:R:3:mulliken_charge:R:1
Cu -0.643 1.554 1.817 0.94 -0.59 0.15 -0.974
F 4.381 0.108 2.951 -0.30 0.46 0.02 -0.356
C 3.496 1.086 2.600 0.73 -0.35 0.42 0.476
C 2.174 0.769 2.451 -0.40 0.75 -0.76 -0.120
C 1.314 1.772 2.000 -0.14 0.15 0.69 0.282
C 1.762 3.098 1.858 -0.33 0.41 -0.40 -0.194
C 3.128 3.347 2.017 0.02 0.39 0.69 0.496
F 3.661 4.610 1.909 -0.54 -0.59 -0.10 -0.356
C 3.997 2.361 2.443 0.55 0.49 -0.37 -0.927
C 0.686 4.118 1.586 -0.19 -0.76 0.00 0.781
C 0.828 5.464 1.271 0.86 -0.66 0.24 -0.793
C -0.291 6.200 0.979 -0.42 1.31 -0.66 -0.206
C -1.566 5.649 1.006 0.38 -0.12 0.35 -0.883
C -1.642 4.317 1.378 0.13 0.99 -0.51 0.109
N -0.567 3.599 1.635 0.51 -0.69 0.09 -0.099
H 1.816 -0.219 2.633 -0.20 -0.59 -0.01 0.793
H 5.043 2.606 2.641 -0.39 -0.20 -0.17 0.457
H 1.832 5.866 1.243 -0.18 0.20 -0.09 0.494
H -0.169 7.242 0.652 -0.05 -0.45 0.30 0.377
H -2.452 6.228 0.778 0.10 -0.09 -0.01 0.407
H -2.583 3.817 1.400 -0.47 -0.42 0.16 0.424
N -2.615 1.396 1.957 -0.50 -0.13 -0.12 -0.308
C -3.619 0.870 2.191 0.27 0.28 -0.01 0.730
N -4.773 0.367 2.493 -1.66 -0.64 -0.13 0.041
C -5.401 -0.840 1.834 1.12 0.23 0.16 -0.377
C -6.801 -0.519 1.349 -0.02 0.27 0.60 -0.578
O -7.571 -0.047 2.439 -0.15 0.65 0.44 -0.383
C -7.050 1.194 2.942 0.08 -0.51 -0.61 -0.544
C -5.653 0.974 3.513 -0.06 0.36 -0.02 -0.609
H -5.410 -1.596 2.624 -0.19 -0.12 -0.30 0.264
H -4.749 -1.176 1.023 -0.03 0.04 0.17 0.303
H -7.320 -1.400 0.974 0.22 -0.10 -0.01 0.344
H -6.800 0.248 0.575 0.20 0.05 -0.28 0.334
H -7.728 1.532 3.731 0.11 -0.03 -0.22 0.338
H -7.010 1.924 2.112 -0.11 -0.08 0.31 0.323
H -5.770 0.311 4.370 0.33 -0.19 0.02 0.295
H -5.229 1.922 3.853 0.04 -0.14 -0.06 0.417
O -1.625 -2.326 1.530 0.19 0.41 -0.09 -0.796
C -1.081 -1.303 1.113 -0.28 -0.21 0.73 0.511
O -0.496 -0.428 1.870 -0.11 0.16 -0.10 -0.621
C -1.174 -0.993 -0.367 0.72 0.08 -0.32 -0.519
C 0.097 -0.354 -0.995 -0.29 -0.71 0.56 0.067
Ge 1.543 -1.512 -1.726 -0.52 -0.28 0.38 1.709
C 2.384 -2.581 -0.315 -0.33 0.47 -0.70 0.249
C 2.072 -3.919 -0.191 -0.19 -0.72 -0.06 -0.260
C 2.513 -4.675 0.900 -0.18 1.02 -0.56 -0.860
C 3.245 -4.042 1.878 0.84 0.43 0.14 -0.522
C 3.650 -2.714 1.712 -0.59 0.36 0.36 -0.875
C 3.180 -1.973 0.635 0.18 0.01 0.38 -0.240
C 2.704 -0.245 -2.622 -0.07 0.00 -0.06 0.290
C 2.130 0.568 -3.599 -0.15 0.41 -0.12 -0.476
C 2.913 1.491 -4.293 -0.42 0.15 0.00 -0.596
C 4.268 1.640 -3.991 -0.80 0.08 -0.33 -0.499
C 4.820 0.835 -3.007 0.84 0.52 -0.40 -0.667
C 4.059 -0.101 -2.353 0.03 -0.82 0.75 -0.120
C 0.901 -2.771 -3.096 -0.34 0.89 0.90 -0.052
C -0.446 -2.766 -3.455 0.12 -0.06 -0.60 -0.462
C -0.919 -3.635 -4.423 0.38 -0.51 -0.01 -0.637
C -0.061 -4.561 -5.015 -0.03 0.09 0.27 -0.531
C 1.274 -4.573 -4.627 0.49 -0.36 -0.39 -0.591
C 1.764 -3.675 -3.677 -0.37 -0.68 -0.61 -0.246
H -2.014 -0.310 -0.446 -0.24 0.35 -0.15 0.354
H -1.492 -1.915 -0.825 0.00 -0.29 -0.36 0.248
H 0.541 0.250 -0.198 0.26 0.05 -0.20 -0.713
H -0.152 0.316 -1.801 -0.23 0.35 -0.34 0.515
H 1.435 -4.364 -0.951 0.11 -0.18 0.14 0.305
H 2.267 -5.703 0.980 -0.30 -0.73 0.11 0.447
H 3.547 -4.560 2.778 0.04 -0.14 -0.03 0.392
H 4.191 -2.192 2.492 0.11 -0.25 -0.05 0.397
H 3.341 -0.901 0.556 0.33 -0.14 0.16 0.498
H 1.045 0.541 -3.803 0.68 -0.18 0.04 0.249
H 2.409 2.117 -5.040 0.44 -0.18 0.23 0.359
H 4.830 2.392 -4.535 0.16 -0.18 0.20 0.387
H 5.873 0.936 -2.765 -0.06 -0.01 0.01 0.400
H 4.538 -0.750 -1.599 -0.28 0.38 -0.39 0.309
H -1.148 -2.054 -3.052 0.04 0.15 0.31 0.239
H -1.958 -3.637 -4.680 -0.44 0.07 -0.17 0.424
H -0.454 -5.279 -5.735 0.22 0.20 0.11 0.369
H 1.974 -5.286 -5.081 -0.37 0.25 0.18 0.347
H 2.807 -3.739 -3.406 0.13 0.15 0.11 0.443
```
Forces are in eV/Å.

Values from the calculation:
gap between HOMO and LUMO (spin up / spin down)	7.9 / 8.4	eV
ΔE to the lowest compared entry with this formula, charge and spin	0.0	kcal/mol
spin multiplicity	2
HOMO level (spin up / spin down)	-7.9874 / -8.4512	eV
E_LUMO (spin up / spin down)	-0.003 / -0.001	Ha
expectation value of S²	0.754
total charge	0


Record 2
Density functional theory data (ωB97M-V/def2-TZVPD) for C19H22N2O7S in the gas phase in a non-equilibrium geometry.

XYZ file:
```
51
Properties=species:S:1:pos:R:3:forces:R:3:mulliken_charge:R:1
C -1.415 0.725 4.004 4.38 -1.87 -5.70 -1.053
O -1.567 -0.018 2.617 1.91 -0.45 4.04 -0.358
C -0.582 -0.978 2.430 1.48 -1.68 -0.52 0.793
C 0.560 -1.491 3.328 -8.85 7.93 -3.02 -0.910
C 1.144 -2.558 3.090 1.83 -1.93 -0.83 -0.973
C 0.942 -3.098 1.953 1.11 -8.12 -11.63 -0.578
C 0.111 -2.789 0.806 -0.11 8.17 12.48 0.570
O -0.415 -3.209 -0.185 1.88 -8.19 -9.24 -0.354
C 0.505 -4.381 -0.685 1.56 12.44 -8.86 -1.827
C -0.664 -1.662 1.179 -1.22 5.02 1.40 0.426
N -1.579 -1.007 0.218 2.11 -8.70 3.90 -0.031
C -1.959 0.124 -0.024 7.82 10.14 4.63 1.091
O -1.207 0.999 0.538 -1.59 1.38 -0.78 -0.659
C -2.710 0.588 -1.046 -13.28 -1.24 -1.36 -1.523
N -2.448 1.029 -2.298 6.94 -1.41 1.24 0.381
C -3.275 1.642 -3.129 -4.00 -0.69 -5.56 -0.985
S -1.107 -0.044 -2.994 1.24 14.16 9.49 1.166
O -1.109 0.430 -4.198 1.44 3.99 -14.18 -0.767
O -1.464 -1.203 -2.599 -4.13 -16.93 4.33 -0.544
C 0.236 0.541 -1.947 -3.50 -7.04 -3.91 0.326
C 0.934 -0.528 -1.479 3.14 4.52 3.83 -1.459
C 1.965 -0.146 -0.558 3.74 -3.28 -1.97 -0.318
C 2.467 1.170 -0.486 -5.54 3.54 -1.19 0.265
C 1.457 2.238 -0.995 1.01 -2.92 -2.72 0.036
C 0.457 1.789 -2.002 6.40 5.77 6.15 0.159
O 1.748 3.636 -0.825 -4.13 -4.98 -5.59 -0.375
C 2.490 3.720 0.176 6.19 5.20 9.70 -0.327
C 3.967 3.051 0.282 -10.00 -3.88 -12.93 -0.584
O 3.457 1.600 0.210 3.76 -0.89 2.32 -0.527
H -1.529 0.087 4.744 -0.39 -3.71 3.38 0.439
H -2.176 1.343 4.097 -3.07 3.54 -0.37 0.361
H -0.365 1.066 4.023 -0.84 0.58 -0.06 0.331
H 0.451 -1.201 4.238 0.11 2.64 5.81 0.636
H 1.906 -2.809 3.649 3.57 -1.97 3.06 0.615
H 1.598 -3.936 1.500 -0.41 0.73 1.79 0.092
H 0.206 -4.512 -1.693 -0.72 -0.10 -0.94 0.387
H 1.582 -4.329 -0.803 0.26 1.46 0.85 0.450
H 0.317 -5.092 -0.244 -3.80 -12.78 8.54 0.991
H -1.903 -1.516 -0.476 -1.70 -4.58 -3.46 0.292
H -3.534 -0.419 -1.217 1.41 1.48 0.14 0.172
H -3.722 1.199 -0.528 3.29 -0.96 -1.24 0.240
H -3.853 2.492 -2.869 1.01 2.06 0.81 0.375
H -2.700 1.702 -4.232 -2.18 0.18 3.00 0.207
H -4.375 1.084 -3.228 2.20 -0.32 -0.56 0.270
H 0.662 -1.493 -1.524 -1.00 -3.01 -0.57 1.091
H 2.821 -1.067 -0.399 -2.54 2.73 0.33 0.103
H -0.040 2.624 -2.228 -2.79 2.37 -2.02 0.514
H 1.985 3.634 1.329 0.98 -0.42 -3.05 0.232
H 2.799 4.784 0.167 -0.19 0.10 0.58 0.401
H 4.486 3.060 -0.734 -0.18 0.86 1.65 0.258
H 4.446 3.125 1.048 5.41 1.03 8.85 0.480
```
Forces are in eV/Å.

Values from the calculation:
gap between HOMO and LUMO	8.0	eV
ΔE to the lowest compared entry with this formula, charge and spin	571.4	kcal/mol
SMILES	COc1cccc(OC)c1NC(=O)CN(C)S(=O)(=O)c1ccc2c(c1)OCCO2
HOMO level	-7.5189	eV
E_LUMO	0.019	Ha
total charge	0


Record 3
Density functional theory data (ωB97M-V/def2-TZVPD) for 2 unconnected molecules or ions with the total composition C3HFO4 in a non-equilibrium geometry.

XYZ file:
```
9
Properties=species:S:1:pos:R:3:forces:R:3:mulliken_charge:R:1
C 1.683 -0.101 -0.246 0.25 -0.30 0.23 0.438
C 0.738 -1.165 -0.179 -0.16 0.14 0.13 -0.159
O -0.502 -1.064 -0.426 -0.10 0.02 -0.04 -0.654
C -2.314 1.073 0.426 -0.52 1.26 0.32 0.768
O -3.071 0.970 -0.452 0.51 -0.66 0.00 -0.400
O -1.725 1.414 1.372 0.21 -0.79 -0.41 -0.385
O 2.852 -0.076 0.117 -0.04 -0.03 -0.15 -0.659
F 1.167 1.068 -0.783 -0.15 0.16 -0.03 -0.266
H 1.172 -2.120 0.171 -0.01 0.20 -0.05 0.317
```
Forces are in eV/Å.

Values from the calculation:
gap between HOMO and LUMO (spin up / spin down)	5.5 / 8.0	eV
spin multiplicity	2
HOMO level (spin up / spin down)	-2.0330 / -4.5531	eV
E_LUMO (spin up / spin down)	0.128 / 0.127	Ha
expectation value of S²	0.758
total charge	-1


Record 4
Density functional theory data (ωB97M-V/def2-TZVPD) for C10H8O2 in the gas phase in a non-equilibrium geometry.

XYZ file:
```
20
Properties=species:S:1:pos:R:3:forces:R:3:mulliken_charge:R:1
O -0.592 1.121 -4.032 0.14 -0.30 1.30 -0.486
C -0.474 0.918 -2.839 -0.34 0.31 -1.03 0.096
C -1.043 -0.292 -2.122 -0.38 -0.33 -0.55 -0.785
C -0.165 -0.750 -1.021 1.21 -0.28 0.55 0.179
C 0.870 -1.643 -1.056 -0.38 0.71 0.52 -0.463
O 1.570 -1.723 0.134 -1.09 0.87 0.08 -0.410
C 0.947 -0.803 0.963 0.22 -0.22 0.28 0.047
C 1.277 -0.523 2.292 0.16 -0.35 -0.72 -0.942
C 0.550 0.466 2.911 -0.14 0.75 0.23 -0.364
C -0.458 1.178 2.245 -0.18 -0.36 0.18 -0.685
C -0.807 0.836 0.950 -0.65 1.23 0.04 -0.298
C -0.100 -0.157 0.301 0.53 -0.86 -0.22 1.097
H 0.064 1.635 -2.192 0.07 0.03 -0.04 0.376
H -1.165 -1.079 -2.858 -0.01 -0.10 -0.25 0.345
H -2.072 -0.074 -1.780 0.42 0.15 0.07 0.358
H 1.297 -2.239 -1.834 -0.12 -0.26 -0.32 0.476
H 2.080 -1.037 2.791 0.11 -0.11 0.06 0.410
H 0.783 0.793 3.920 0.09 -0.31 -0.04 0.353
H -0.987 1.952 2.802 0.11 -0.14 -0.37 0.365
H -1.577 1.420 0.425 0.24 -0.43 0.24 0.331
```
Forces are in eV/Å.

Values from the calculation:
gap between HOMO and LUMO	9.5	eV
ΔE to the lowest compared entry with this formula, charge and spin	23.7	kcal/mol
SMILES	O=CCc1coc2ccccc12
HOMO level	-8.7193	eV
E_LUMO	0.030	Ha
total charge	0


Record 5
Density functional theory data (ωB97M-V/def2-TZVPD) for a molecular structure, C2H4O8RbS2 in a non-equilibrium geometry.

XYZ file:
```
17
Properties=species:S:1:pos:R:3:forces:R:3:mulliken_charge:R:1
Rb 7.640 -13.613 -18.993 0.53 0.53 -0.34 0.939
S 9.066 -11.391 -21.018 0.18 0.16 0.08 1.136
O 9.648 -11.906 -19.728 -0.12 -0.06 0.21 -0.866
O 8.056 -12.452 -21.425 -0.50 -0.49 -0.20 -0.745
O 8.358 -10.120 -20.782 -0.01 -0.26 0.05 -0.688
O 10.103 -11.263 -22.048 -0.19 -0.17 0.13 -0.743
C 8.006 -15.447 -23.296 -0.11 0.12 0.07 -0.346
C 7.085 -15.300 -22.087 0.38 0.64 -0.26 -0.213
O 7.919 -15.764 -21.006 -0.05 -0.06 0.40 -0.227
S 8.678 -17.060 -21.511 -1.08 0.05 -0.89 1.075
O 7.782 -18.170 -21.526 -0.13 -0.07 0.08 -0.568
O 9.895 -17.157 -20.830 1.22 -0.09 0.59 -0.544
O 8.878 -16.570 -23.005 0.01 -0.15 0.14 -0.329
H 8.639 -14.566 -23.378 -0.06 0.07 -0.01 0.323
H 7.449 -15.637 -24.210 0.13 -0.13 -0.06 0.271
H 6.178 -15.900 -22.085 -0.06 -0.03 -0.27 0.262
H 6.931 -14.224 -21.957 -0.11 -0.05 0.29 0.263
```
Forces are in eV/Å.

Values from the calculation:
gap between HOMO and LUMO	5.3	eV
ΔE to the lowest compared entry with this formula, charge and spin	0.0	kcal/mol
HOMO level	-3.6821	eV
E_LUMO	0.058	Ha
total charge	-1


- Look up the total charge of the fifth one.
  -1